Computed, not measured: C19H29N5O2 in the gas phase, with ωB97M-V/def2-TZVPD.

## Properties
SMILES: CN(Cc1nccn1C)C(=O)CCc1nnc(CCC2CCCCC2)o1
HOMO level, eV: -8.70
Energy above the lowest of the compared OMol25 structures with the same formula, charge and spin, kcal/mol: 1.21
Gap between HOMO and LUMO, Eh: 0.34100

ORCA input file:
```
! wB97M-V def2-TZVPD RIJCOSX def2/J DEFGRID3
* xyz 0 1
O 0.86348 1.84010 -0.80989
O -3.76800 2.00999 0.84839
N -3.82096 -0.21481 1.15622
N -6.58195 0.18483 -0.65624
N -6.25636 -1.90360 -0.01632
N 2.52648 2.13197 0.57958
N 1.37557 2.32905 1.25971
C 2.20729 1.84480 -0.63831
C 5.79208 0.10072 -0.66404
C -6.57072 1.62251 -0.67117
C -7.18111 -0.62043 -1.58159
C 6.62000 -0.26137 0.56524
C 5.14506 -2.23888 0.97327
C -6.04502 -0.64134 0.27814
C -5.24929 -0.18501 1.45265
C 4.31857 -1.87011 -0.25490
C -1.04586 2.23795 0.69837
C 0.40523 2.15608 0.42700
C 6.58546 -1.76603 0.81050
C -1.67470 0.84049 0.70153
C -6.96650 -1.90469 -1.17163
C 4.34333 -0.35863 -0.49423
C -3.22268 -1.52801 1.11656
C 3.11091 1.49742 -1.75747
C -3.17849 0.94225 0.90416
C 3.48697 0.00732 -1.71113
H 7.04349 -2.28312 -0.03629
H 7.65141 0.07027 0.42761
H -7.27384 -2.82297 -1.62938
H -2.76487 -1.78306 2.07678
H -5.51007 0.83713 1.73105
H -5.63252 1.99761 -0.25953
H -6.67495 1.97135 -1.69748
H 3.92698 0.14204 0.38612
H -1.53365 2.84575 -0.06611
H 5.82721 1.18055 -0.81528
H 3.28810 -2.20716 -0.11715
H -1.23497 0.23686 1.49724
H 4.72213 -2.38153 -1.13280
H -1.18950 2.71372 1.66752
H 4.00860 2.10969 -1.68264
H 4.02649 -0.24239 -2.62699
H 5.12093 -3.32036 1.12498
H 2.59963 1.71864 -2.69576
H -7.40049 2.01922 -0.07999
H 2.56683 -0.58307 -1.69805
H 6.21307 0.25798 1.43520
H -2.46838 -1.59487 0.33505
H -4.01130 -2.24675 0.89329
H 7.16184 -2.01255 1.70452
H -7.69519 -0.22237 -2.43221
H 6.22322 -0.37962 -1.54665
H -1.47921 0.34949 -0.25606
H -5.43753 -0.85731 2.29340
H 4.70771 -1.76575 1.85522
*
```

---

Computed, not measured: a molecular structure, C19H29N8STi, with ωB97M-V/def2-TZVPD.

## Properties
HOMO level (alpha / beta), eV: -8.60 / -10.43
<S²>: 2.017
Gap between HOMO and LUMO (alpha / beta), Eh: 0.23179 / 0.27249

ORCA input file:
```
! wB97M-V def2-TZVPD RIJCOSX def2/J DEFGRID3
* xyz 1 3
Ti -0.25404 -0.29799 0.53741
S -0.36703 1.99170 1.78471
N -2.49925 -0.30927 1.26127
N -0.69240 -1.19225 -1.21322
N 1.35367 1.79215 -0.32076
N 1.60783 -1.00563 0.71447
N 0.49012 0.86282 -0.81996
N 1.67830 3.63566 0.82994
N 2.14309 0.27382 3.08605
N -0.28401 -1.75029 2.30128
C 0.40456 1.96533 -2.97342
C 1.64564 2.67524 -2.99061
C 0.75130 -2.78588 2.05265
C -1.78760 -2.07118 -3.61127
C -0.03566 -1.06610 3.60797
C -1.04707 -0.86712 -3.59933
C -1.61997 -2.35192 2.31236
C -2.15722 -2.68021 -2.38445
C 1.36175 -0.57053 4.00512
C 0.20238 0.78396 -2.10688
C -0.60654 3.70822 -4.33999
C -1.49720 -2.28889 -1.24123
C -0.54525 -0.45745 -2.35006
C -0.71821 2.57469 -3.55360
C 0.91328 2.58427 0.63701
C 1.79646 3.76427 -3.87164
C -2.78519 -1.32791 2.35388
C 0.66322 4.28158 -4.58788
C 1.75604 -2.40684 1.01796
H -0.71935 -0.18174 3.70985
H -3.69284 -1.92962 2.06825
H 1.78685 -3.08408 0.15066
H 2.83734 4.22970 -3.83795
H 2.02254 -0.34061 1.45406
H 1.62984 1.16943 2.95492
H 1.12053 -3.14819 3.03618
H 0.23594 -3.60475 1.65051
H -3.24753 -0.43717 0.55948
H 2.13229 -0.83215 -0.16554
H -1.55589 4.13664 -4.60399
H 1.88781 -1.50510 4.24186
H -2.93236 -0.85098 3.31517
H 1.49556 4.34565 1.49078
H -1.67719 -2.83609 -0.35930
H -0.76071 -0.33384 -4.48234
H 2.25496 3.98881 0.04844
H -2.77257 -3.54162 -2.31244
H -1.68217 -3.03572 3.25082
H -2.70728 0.62929 1.68540
H 2.45960 2.20206 -2.56088
H 2.80464 -2.59680 1.38889
H 3.11207 0.35947 3.43125
H -2.11090 -2.48264 -4.57680
H -0.34566 -1.65565 4.54111
H -1.63844 2.04772 -3.55071
H 1.19947 -0.10344 4.99014
H 0.79335 4.91394 -5.44483
H -1.80089 -2.98681 1.38922
*
```

---

Computed, not measured: a molecular structure, C19H30AlF16O4, with ωB97M-V/def2-TZVPD.

## Properties
HOMO level, eV: -4.73
Gap between HOMO and LUMO, Eh: 0.25426

ORCA input file:
```
! wB97M-V def2-TZVPD RIJCOSX def2/J DEFGRID3
* xyz -1 1
Al -0.28676 -1.60313 -0.45718
F -5.67871 3.56504 3.71966
F 7.17633 -1.48536 1.77424
F 7.51576 -3.49523 -0.07778
F -7.99620 5.27850 0.42003
F -8.78472 3.55819 1.49008
F 9.23835 -2.05486 -0.69424
F 10.30477 -1.17978 -2.37064
F -9.17113 5.90080 2.85692
F 5.42420 -3.35743 0.47082
F 8.41680 -2.16241 -4.15282
F -7.07016 1.86837 5.38398
F -8.42887 2.47579 3.79505
F -5.02260 1.52607 3.39304
F -7.68991 4.72144 3.91920
F 7.50212 -0.53739 -0.15835
F 7.62440 -0.73306 -2.71919
O 6.03811 -2.56939 -1.51926
O 3.78052 -0.16615 0.45610
O -6.33765 2.46068 1.85830
O -4.14619 1.78287 -2.01701
C -6.44240 3.79533 1.35146
C 2.36824 -1.63137 -1.81908
C 0.79311 -2.00812 -2.17249
C 2.84709 -0.44956 1.55694
C -7.79957 4.49462 1.52743
C -3.73806 0.93913 -0.86801
C -3.36728 -1.62407 0.01779
C -6.09222 2.35893 3.26038
C 6.43173 -2.68534 -0.15250
C -7.28320 1.78994 4.04322
C -3.95242 -0.66698 -1.19585
C -7.91302 5.38923 2.76030
C 7.01405 -2.99794 -2.47478
C 8.12347 -1.99350 -2.82433
C 9.42012 -2.15853 -2.03401
C 2.73097 -0.04438 -1.95194
C 3.19800 0.70203 -0.57419
C -2.10097 -2.57655 -0.42937
C 6.64220 -1.32883 0.53352
H -4.49449 1.21706 0.01125
H 0.60509 -2.14673 0.77067
H -2.33750 -3.13096 -1.44849
H -5.12692 -0.84504 -1.26097
H 2.58322 -1.61082 1.64670
H 4.05783 1.46929 -0.88522
H 5.69970 -0.78632 0.63318
H -7.46107 0.74360 3.78610
H -3.15812 -0.98156 0.97676
H -2.65114 1.17029 -0.47099
H 3.30632 -0.14686 2.61491
H -4.25633 -2.36705 0.29044
H 2.59395 -2.12361 -0.78368
H 1.72799 0.50164 -2.30237
H 6.43743 -3.15363 -3.39514
H -0.39472 -0.03221 -0.29940
H 2.30086 1.37235 -0.21148
H -5.00271 1.40807 -2.40042
H -2.02170 -3.43549 0.39255
H 9.89409 -3.11895 -2.24814
H 1.81629 0.10322 1.49162
H 0.76548 -3.16567 -2.45154
H -5.60403 4.42302 1.67907
H 3.50744 0.17861 -2.83130
H -7.21873 6.23044 2.70356
H 3.02574 -2.21191 -2.62841
H -3.46908 -0.95824 -2.23034
H 0.46526 -1.39237 -3.11117
H -6.29033 3.68407 0.27059
H 7.41186 -3.99184 -2.23378
*
```

---

| no. | largest force on an atom (hartree/bohr) | M (g mol⁻¹) |
| --- | --- | --- |
| 1 | 0.0281 | 359.5 |
| 2 | 0.0681 | 449.4 |
| 3 | 0.0531 | 653.4 |